Entry 1:
Entry from the Open Molecules 2025 dataset: a 2-piece molecular cluster, C3H8OSi2 overall in a non-equilibrium geometry (ωB97M-V/def2-TZVPD).

Calculated values
E, Ha: -773.1852
Lowest unoccupied orbital energy, hartree: 0.00741
F_max, eV Å⁻¹: 5.0
Gap between HOMO and LUMO, eV: 9.5
HOMO energy, Eh: -0.342

Each line ends with the Löwdin charge.
Positions of all 14 atoms, in Å:
H1 -0.300 0.025 1.601  0.0976
H2 2.332 1.760 0.200  -0.0779
H3 0.324 0.296 -1.811  0.2309
H4 3.206 -0.071 -1.114  -0.0799
Si1 2.347 0.310 0.003  0.6435
C1 0.593 -0.214 -0.407  -0.4140
H5 -2.988 -0.550 -0.698  -0.0665
H6 -3.014 0.798 1.290  -0.0814
H7 -2.074 1.680 -0.747  -0.0741
H8 2.791 -0.337 1.242  -0.0719
Si2 -2.287 0.479 0.063  0.6850
O1 -0.241 -2.592 -0.159  0.1191
C2 -0.104 -1.413 -0.036  -0.5163
C3 -0.585 -0.173 0.574  -0.3940

---

Entry 2:
Entry from the Open Molecules 2025 dataset: a 12-piece molecular cluster, C4H32O14 overall in a non-equilibrium geometry (ωB97M-V/def2-TZVPD).

Calculated values
E, Ha: -1224.8614
Lowest unoccupied orbital energy, hartree: -0.03522
F_max, eV Å⁻¹: 3.0
Gap between HOMO and LUMO, eV: 8.6
HOMO energy, Eh: -0.351

Each line ends with the Löwdin charge.
Positions of all 50 atoms, in Å:
O1 2.442 0.493 2.244  -0.0549
H1 1.562 0.764 1.982  -0.0137
H2 -3.119 2.253 -1.138  0.0048
O2 -4.134 0.470 -3.600  -0.0467
H3 3.447 -0.643 -1.797  0.0611
H4 -0.763 -2.273 2.257  0.0957
H5 0.901 -3.374 -1.622  0.0248
O3 -0.705 -1.703 5.605  -0.0697
H6 -1.407 3.341 -1.525  0.0715
H7 -0.124 -0.783 -3.364  -0.0295
H8 1.758 -2.241 -2.145  -0.0423
H9 -0.023 -0.404 -4.826  0.0213
O4 1.215 -2.974 -2.434  -0.0601
H10 -0.204 2.603 -2.072  0.0304
H11 -4.075 1.765 -0.070  0.0557
H12 2.342 -1.780 1.178  0.0022
H13 -0.899 0.007 1.537  0.1070
H14 3.252 -2.534 2.124  0.0357
H15 0.149 -1.278 -0.713  0.1059
O5 -1.128 2.485 -1.850  -0.0255
O6 -3.826 1.626 -0.984  -0.0235
H16 -3.814 1.104 -4.241  0.0285
H17 -1.259 -3.986 4.116  0.0845
H18 -1.399 0.720 -1.852  0.0251
O7 2.569 -0.722 -2.171  -0.0250
H19 1.739 2.845 -1.362  -0.0228
H20 0.727 -2.605 3.002  0.0954
C1 -0.341 -2.570 3.217  -0.2433
H21 -1.480 1.163 0.348  0.1001
H22 0.535 1.910 -0.038  0.0374
H23 3.009 1.210 1.958  0.0309
O8 1.872 2.248 -2.098  -0.0307
C2 -0.949 -1.497 4.236  -0.2283
C3 -0.738 -0.670 -0.530  -0.1587
H24 -1.579 -1.354 -0.413  0.1289
O9 1.745 4.029 0.065  -0.0231
H25 1.391 4.154 0.945  0.0672
O10 0.040 -1.152 -4.231  -0.0623
H26 -3.692 0.708 -2.785  -0.0252
H27 0.248 -1.812 5.645  0.0869
O11 -0.841 -0.061 -1.847  -0.1053
H28 1.650 4.884 -0.355  0.0657
H29 -2.027 -1.373 4.138  0.1234
H30 2.131 0.095 -1.930  0.0135
C4 -0.727 0.397 0.534  -0.1785
O12 -0.956 -3.812 3.222  -0.0544
H31 -0.362 -0.601 4.033  0.1003
O13 0.492 1.160 0.561  -0.0973
H32 2.761 2.433 -2.400  0.0682
O14 2.593 -2.665 1.442  -0.0513

---

Entry 3:
Entry from the Open Molecules 2025 dataset: C16H27N7ORe as an isolated structure (ωB97M-V/def2-TZVPD).

Calculated values
E, Ha: -1161.1392
2S+1: 2
Lowest unoccupied orbital energy (spin up / spin down), hartree: -0.57114 / -0.57142
F_max, eV Å⁻¹: 0.1
⟨S²⟩: 0.757
Gap between HOMO and LUMO (spin up / spin down), eV: 6.6 / 6.6
Net charge: +4
HOMO energy (spin up / spin down), Eh: -0.815 / -0.815

Each line ends with the Löwdin charge.
Positions of all 52 atoms, in Å:
H1 -1.871 -5.918 -1.668  0.1257
C1 -0.872 -5.524 -1.495  0.0799
C2 -2.737 1.139 -3.708  0.1253
C3 -1.709 -4.128 0.458  0.0483
O1 0.077 -1.229 -3.866  0.0228
N1 -0.932 -0.475 -5.759  0.2741
C4 0.179 1.138 2.565  -0.0997
H2 -0.380 -5.321 -2.441  0.1141
H3 2.054 1.799 1.688  0.1254
H4 1.100 2.180 -1.747  0.1313
H5 0.622 1.076 3.561  0.1592
H6 1.647 -1.038 3.176  0.1601
C5 -1.192 0.209 -2.230  -0.1686
H7 -0.355 -1.053 -6.360  0.1666
H8 -3.169 1.303 -4.689  0.1577
H9 0.920 -2.170 2.041  0.1248
H10 -1.616 0.115 -6.210  0.1458
Re1 -0.345 -0.199 -0.094  1.6773
H11 2.967 0.025 1.489  0.1239
N2 0.058 -0.250 1.976  -0.1655
N3 -1.755 0.776 -1.167  -0.1042
N4 0.519 1.800 0.229  -0.1603
H12 0.103 -2.912 -1.941  0.1489
H13 -0.200 2.502 0.056  0.1422
H14 -4.218 2.374 -2.730  0.1573
C6 -1.614 0.327 -3.529  -0.0309
H15 1.955 -1.210 -0.833  0.1391
H16 0.877 3.066 1.917  0.1639
H17 2.173 2.906 -0.559  0.1567
C7 1.590 2.013 -0.787  -0.1214
H18 -0.695 -0.706 2.496  0.1382
N5 -0.798 -2.161 -0.097  -0.1596
C8 -0.752 -0.530 -4.457  -0.4431
N6 -0.994 -4.260 -0.734  -0.0489
C9 2.485 0.771 -0.839  -0.0863
C10 -1.588 -2.848 0.849  -0.0691
H19 -0.298 -0.509 -2.153  0.1071
H20 -3.287 2.014 -0.438  0.1547
H21 -2.239 -4.959 0.896  0.1688
C11 2.354 -0.804 1.152  -0.0922
H22 2.729 0.519 -1.870  0.1476
H23 -0.838 1.515 2.676  0.1455
C12 1.267 -1.145 2.158  -0.1124
C13 0.990 2.017 1.642  -0.1125
H24 3.020 -1.657 1.016  0.1594
C14 -3.341 1.752 -2.596  0.0671
H25 3.425 0.911 -0.310  0.1429
C15 -2.845 1.570 -1.320  0.0078
N7 1.771 -0.421 -0.214  -0.1239
H26 -0.289 -6.228 -0.905  0.1275
C16 -0.469 -3.104 -1.042  -0.0665
H27 -2.045 -2.368 1.700  0.1282

---

Entry 4:
Entry from the Open Molecules 2025 dataset: a 11-piece molecular cluster, H21O11 overall in a non-equilibrium geometry (ωB97M-V/def2-TZVPD).

Calculated values
E, Ha: -840.2320
Lowest unoccupied orbital energy, hartree: 0.10491
F_max, eV Å⁻¹: 10.2
Gap between HOMO and LUMO, eV: 9.5
Net charge: -1
HOMO energy, Eh: -0.245

Each line ends with the Löwdin charge.
Positions of all 32 atoms, in Å:
O1 -1.302 -1.351 1.319  -0.1333
H1 -0.136 2.562 0.497  0.0147
H2 3.071 -0.818 2.061  -0.0124
O2 -0.284 -3.155 -0.608  -0.1695
O3 -0.013 3.601 0.476  -0.1031
H3 1.854 0.036 2.140  0.0351
O4 -0.482 0.983 0.308  -0.4251
H4 0.316 0.446 -0.113  0.0683
H5 -0.866 -1.716 2.206  0.1181
H6 -1.624 -0.042 -1.105  -0.0239
H7 0.654 3.617 1.088  -0.0535
O5 2.589 -0.283 1.519  -0.0354
H8 -0.556 -2.405 0.100  0.0577
O6 0.589 -1.049 -3.381  -0.1359
H9 -2.747 2.492 1.759  0.0637
H10 -0.736 -3.043 -1.509  0.0692
H11 0.216 0.393 -2.548  0.0371
H12 -0.091 0.779 3.569  0.0510
O7 -2.017 -0.659 -1.705  -0.0590
H13 -1.820 1.466 0.997  -0.0479
H14 -1.391 -0.851 -2.448  0.0244
H15 1.022 -1.065 -2.515  -0.0234
H16 -0.962 -0.421 1.142  -0.0175
O8 1.880 -1.362 -0.978  -0.0697
O9 0.497 0.602 2.890  0.0557
O10 0.388 1.429 -2.344  -0.0849
H17 1.290 -0.600 -4.082  0.1689
O11 -2.676 1.513 1.491  -0.1302
H18 -0.017 1.318 -1.559  -0.1153
H19 1.167 -1.975 -0.732  0.0015
H20 0.160 0.709 2.124  -0.1193
H21 2.027 -1.150 -0.056  -0.0064

---

Entry 5:
Entry from the Open Molecules 2025 dataset: C33H53MnN3O11PSSe as an isolated structure in a non-equilibrium geometry (ωB97M-V/def2-TZVPD).

Calculated values
E, Ha: -6572.9062
2S+1: 4
Lowest unoccupied orbital energy (spin up / spin down), hartree: -0.16775 / -0.13034
F_max, eV Å⁻¹: 1.6
⟨S²⟩: 3.817
Gap between HOMO and LUMO (spin up / spin down), eV: 6.7 / 7.7
Net charge: +1
HOMO energy (spin up / spin down), Eh: -0.415 / -0.415

Each line ends with the Löwdin charge.
Positions of all 104 atoms, in Å:
O1 -2.407 -3.580 -1.982  -0.4171
O2 -1.222 -0.211 -5.474  -0.4091
H1 2.851 2.030 4.025  0.1147
H2 -4.090 3.023 -5.828  0.1299
H3 -2.260 3.591 2.293  0.1038
H4 4.740 -4.196 1.168  0.1131
H5 1.499 2.757 3.178  0.1084
C1 0.667 1.266 -2.542  -0.1741
O3 -3.040 -1.834 0.424  -0.0485
N1 -2.365 -0.827 -3.359  -0.0400
H6 3.143 0.326 2.458  0.0973
O4 -1.203 -4.692 0.226  -0.4298
C2 -2.095 1.846 4.616  -0.0087
H7 4.172 -2.263 -0.822  0.1301
C3 -3.604 4.034 -3.985  -0.0501
H8 -3.940 -4.529 3.209  0.0988
O5 -0.592 -2.178 -0.498  -0.4479
H9 -1.479 2.733 4.773  0.1045
C4 -1.342 -0.548 3.165  -0.0703
H10 -2.486 -2.764 3.375  0.1432
H11 -3.871 5.012 -4.362  0.1126
H12 2.301 3.395 -3.968  0.1105
H13 2.225 -1.657 2.358  0.1022
H14 0.986 0.746 -4.597  0.1039
C5 -3.385 1.684 -4.323  -0.2574
H15 2.454 -4.186 0.679  0.1207
C6 3.040 0.328 -2.640  -0.1554
H16 2.303 -4.204 2.419  0.1134
C7 2.770 3.775 1.043  -0.1741
H17 -1.382 -3.636 2.288  0.1343
H18 -0.354 -0.246 3.522  0.1395
H19 -2.431 2.517 -1.186  0.1132
C8 -2.800 2.652 -2.195  -0.0077
H20 4.364 2.799 2.150  0.1178
H21 0.250 2.305 -4.377  0.1161
N2 -3.962 -3.691 1.264  -0.0855
C9 2.408 1.304 0.662  -0.3225
H22 1.402 0.523 2.427  0.0819
H23 -3.483 2.498 1.613  0.0938
C10 1.857 2.717 0.403  -0.1865
C11 -3.731 2.936 -4.812  0.0178
Se1 -1.042 -3.928 -1.197  0.9600
H24 -5.042 -2.797 -0.299  0.1010
C12 1.965 -2.278 1.499  -0.1837
H25 2.184 4.678 1.227  0.1143
C13 1.018 1.641 -3.977  -0.1764
O6 0.331 -4.169 -2.003  -0.4090
H26 -3.030 1.968 5.163  0.1044
S1 -2.509 -0.694 -5.005  0.9776
H27 -3.745 3.247 3.204  0.0995
H28 3.247 2.387 -2.045  0.0906
C14 2.346 1.018 2.190  -0.1735
H29 1.776 2.932 -0.657  0.0777
H30 4.497 -1.310 2.055  0.0958
C15 -3.136 3.899 -2.673  -0.0662
C16 1.623 0.168 -2.025  -0.3041
H31 0.844 2.769 0.811  0.1180
C17 2.354 -1.604 0.164  -0.3113
H32 1.937 -2.244 -0.619  0.1037
O7 -3.571 0.592 -5.124  -0.2280
C18 -3.045 -2.761 1.296  -0.3594
H33 -1.927 -0.871 4.028  0.1397
C19 -3.002 2.827 2.529  0.0040
H34 -0.346 0.906 -2.475  0.0725
H35 4.382 1.895 -3.274  0.1159
H36 -4.440 -4.422 -0.643  0.0995
O8 -2.386 0.064 -1.277  -0.1262
H37 5.723 -2.037 1.053  0.1177
O9 0.060 0.088 0.239  -0.3650
C20 -2.537 0.188 -2.616  -0.4198
C21 -2.008 0.632 2.477  -0.3537
P1 1.559 -0.015 -0.229  0.9587
H38 -1.564 0.992 5.018  0.0821
H39 -2.943 -5.381 1.988  0.0975
O10 -1.185 -1.598 2.236  -0.1567
H40 -4.708 -5.499 1.955  0.1016
C22 2.480 2.294 3.033  -0.1889
H41 -3.040 4.771 -2.042  0.1045
H42 3.813 -0.101 -2.010  0.0777
H43 3.626 4.134 3.002  0.1133
H44 1.214 -0.798 -2.351  0.1336
C23 -2.920 1.531 -3.023  -0.0980
H45 4.289 -0.611 -0.286  0.0777
H46 3.551 4.054 0.332  0.1125
C24 3.912 -1.592 -0.002  -0.1662
Mn1 -1.522 -0.847 -0.068  0.9890
C25 -2.006 -2.748 2.394  -0.0630
C26 2.400 2.310 -4.049  -0.1740
H47 -5.819 -4.198 0.479  0.0992
C27 4.209 -3.426 1.730  -0.1780
H48 0.704 2.162 -1.922  0.0981
C28 2.690 -3.619 1.583  -0.1682
C29 3.344 1.790 -2.956  -0.1821
H49 4.503 -3.552 2.774  0.1099
H50 3.448 1.269 0.321  0.1268
N3 -2.370 1.691 3.192  -0.1143
C30 4.651 -2.041 1.257  -0.1943
H51 0.896 -2.432 1.534  0.0804
C31 -3.871 -4.841 2.168  0.0057
C32 3.406 3.289 2.350  -0.1911
H52 3.065 -0.247 -3.568  0.1315
C33 -4.881 -3.783 0.121  0.0208
H53 2.842 2.112 -5.026  0.1133
O11 -2.199 0.590 1.250  -0.0117

---

Entry 6:
Entry from the Open Molecules 2025 dataset: a 2-piece molecular cluster, H5NS2 overall in a non-equilibrium geometry (ωB97M-V/def2-TZVPD).

Calculated values
E, Ha: -854.1105
Lowest unoccupied orbital energy, hartree: 0.00796
F_max, eV Å⁻¹: 1.1
Gap between HOMO and LUMO, eV: 9.6
HOMO energy, Eh: -0.345

Each line ends with the Löwdin charge.
Positions of all 8 atoms, in Å:
S1 -0.468 2.006 0.148  0.2343
N1 0.803 -1.269 0.762  -0.0023
S2 -0.317 1.622 -1.919  0.2297
H1 0.065 -0.718 1.159  -0.0442
H2 0.896 -2.002 1.474  0.0129
H3 0.352 -1.771 -0.005  0.0078
H4 0.420 0.495 -1.761  -0.2190
H5 -1.752 1.637 0.143  -0.2193

---

Entry 7:
Entry from the Open Molecules 2025 dataset: a single C20H24Cl2N2O2 molecule (ωB97M-V/def2-TZVPD).

Calculated values
E, Ha: -1956.8621
Lowest unoccupied orbital energy, hartree: 0.02537
F_max, eV Å⁻¹: 0.6
Gap between HOMO and LUMO, eV: 9.1
HOMO energy, Eh: -0.309

Each line ends with the Löwdin charge.
Positions of all 50 atoms, in Å:
C1 -3.292 -1.250 -0.914  -0.1722
C2 4.314 1.901 1.564  -0.0079
H1 -0.569 -0.167 -1.343  0.1240
H2 -2.792 -0.243 0.933  0.1191
C3 4.502 0.663 0.942  -0.2720
O1 3.743 -0.352 1.421  -0.0542
H3 4.789 -1.959 0.632  0.1218
H4 -2.920 -1.999 1.070  0.1286
H5 1.218 -0.211 1.134  0.1274
C4 5.985 2.900 0.155  -0.1221
H6 -2.874 -0.530 -1.626  0.1172
H7 1.016 -2.640 1.239  0.1242
C5 -0.609 -2.543 -0.158  -0.1777
C6 1.064 -0.279 0.046  -0.1693
Cl1 7.328 1.515 -1.727  0.6749
C7 -5.060 2.595 -0.383  -0.0773
C8 6.167 1.673 -0.454  -0.6695
N1 1.560 -1.531 -0.494  -0.1688
C9 -0.431 -0.177 -0.248  -0.1753
C10 0.885 -2.643 0.144  -0.1772
C11 3.759 -1.614 0.784  -0.1606
H8 6.561 3.756 -0.157  0.1011
O2 -4.680 -1.051 -0.752  -0.0355
H9 3.584 1.968 2.356  0.1177
H10 -7.112 -0.649 -0.304  0.1182
N2 -1.109 -1.293 0.380  -0.1732
C12 -7.150 1.491 -0.127  -0.6754
H11 -0.750 -2.610 -1.249  0.1255
C13 2.997 -1.637 -0.559  -0.1615
H12 3.353 -0.811 -1.182  0.1190
H13 5.626 -0.380 -0.586  0.1017
Cl2 -8.854 1.550 0.156  0.6744
H14 -1.139 -3.369 0.320  0.1257
H15 4.893 3.948 1.662  0.1073
C14 -5.167 0.200 -0.552  -0.2641
H16 -4.475 3.502 -0.408  0.1077
C15 -6.544 0.267 -0.322  -0.0304
C16 -6.420 2.669 -0.153  -0.1230
C17 5.441 0.553 -0.079  -0.0532
H17 1.282 -3.577 -0.260  0.1244
H18 -3.207 -2.253 -1.341  0.1271
H19 -3.364 1.368 -0.758  0.0986
C18 5.048 2.999 1.173  -0.0775
C19 -2.546 -1.187 0.438  -0.1626
H20 3.237 -2.577 -1.064  0.1257
H21 -0.821 0.754 0.170  0.1235
H22 -6.908 3.618 0.002  0.1006
H23 3.276 -2.286 1.497  0.1230
H24 1.592 0.547 -0.436  0.1287
C20 -4.427 1.379 -0.581  -0.0262